Computed, not measured: one molecule with the formula C23H22O4, with ωB97M-V/def2-TZVPD.

Properties
SMILES string: CCOc1cccc(OCCOc2ccc(C(=O)c3ccccc3)cc2)c1
E in hartree: -1190.5798
LUMO energy in hartree: 0.01073
Energy relative to the best compared isomer or geometry (same formula, charge and spin) in kcal per mole: 0.6
HOMO-LUMO gap in Ha: 0.3194

Atoms and positions in Å:
C  -5.0693  3.5030  -4.6095
C  -3.6563  4.0323  -4.3823
O  -3.5312  4.7463  -3.1684
C  -3.4612  4.0748  -1.9897
C  -3.4377  4.8763  -0.8436
C  -3.3529  4.2939  0.3997
C  -3.2869  2.9153  0.5472
C  -3.3076  2.1151  -0.5861
C  -3.3948  2.6976  -1.8512
H  -3.4056  2.0270  -2.6943
O  -3.2669  0.7475  -0.5968
C  -3.1383  0.0535  0.6167
C  -1.7221  0.1132  1.2048
O  -0.9641  -0.9122  0.5992
C  0.3388  -1.0604  0.9425
C  1.0204  -2.0987  0.2990
C  2.3396  -2.3592  0.5894
C  3.0222  -1.5811  1.5270
C  2.3482  -0.5279  2.1394
C  1.0192  -0.2709  1.8670
H  0.5267  0.5444  2.3729
H  2.8858  0.0844  2.8481
C  4.4486  -1.7999  1.8573
O  5.1666  -0.8915  2.2290
C  4.9668  -3.1875  1.7216
C  6.2814  -3.3743  1.3014
C  6.8037  -4.6487  1.1885
C  6.0256  -5.7471  1.5175
C  4.7258  -5.5674  1.9626
C  4.1933  -4.2949  2.0616
H  3.1855  -4.1557  2.4250
H  4.1250  -6.4232  2.2340
H  6.4342  -6.7435  1.4344
H  7.8200  -4.7874  0.8503
H  6.8769  -2.5062  1.0604
H  2.8541  -3.1537  0.0697
H  0.4826  -2.6850  -0.4293
H  -1.7664  -0.0417  2.2918
H  -1.2747  1.0935  0.9961
H  -3.8672  0.4129  1.3529
H  -3.3631  -0.9879  0.3723
H  -3.2239  2.4942  1.5378
H  -3.3359  4.9173  1.2811
H  -3.4856  5.9462  -0.9623
H  -3.4074  4.7670  -5.1535
H  -2.9219  3.2194  -4.4307
H  -5.1260  3.0127  -5.5775
H  -5.7784  4.3268  -4.5879
H  -5.3458  2.7916  -3.8354

Forces on atoms 1 to 6 (eV/Å):
C 0.3 0.2 0.2
C -0.2 -0.2 -0.4
O 0.0 0.1 0.3
C 0.0 0.0 0.3
C 0.0 0.1 -0.1
C 0.0 0.1 -0.2



Computed, not measured: C4H6N2O2 as an isolated structure, with ωB97M-V/def2-TZVPD.

Properties
E in hartree: -415.7565
LUMO energy in hartree: 0.00049
Energy relative to the best compared isomer or geometry (same formula, charge and spin) in kcal per mole: 178.3
HOMO-LUMO gap in Ha: 0.2854

Atoms and positions in Å:
C  1.3200  -0.0363  -0.0837
C  0.6902  1.2187  0.1177
C  -0.6755  0.6800  0.0114
C  -0.7628  -0.6538  -0.2325
H  3.0821  0.3888  0.9651
H  3.1991  0.3512  -0.6182
H  1.0349  2.1358  -0.0624
H  -2.4892  1.1838  -0.9188
H  -1.6772  -1.6578  1.2055
H  1.1235  -2.0746  0.2501
N  2.7038  -0.2663  0.0973
N  0.5156  -0.9938  -0.2883
O  -1.7173  1.5052  0.0933
O  -2.0629  -1.3498  0.1115

Forces on atoms 1 to 6 (eV/Å):
C 3.4 6.3 1.6
C -3.3 -7.6 -0.8
C 0.5 2.7 -0.4
C -4.5 1.3 1.6
H -1.7 -2.5 -2.2
H -0.7 -1.5 0.5



Computed, not measured: C30H79CrO28S9 as an isolated structure, with ωB97M-V/def2-TZVPD.

Properties
Expectation value of S²: 6.01
E in hartree: -7924.8319
LUMO energy (spin up / spin down) in hartree: -0.11668 / -0.10560
Energy relative to the best compared isomer or geometry (same formula, charge and spin) in kcal per mole: 83.5
Total charge: +1
Spin multiplicity: 5
HOMO-LUMO gap (spin up / spin down) in Ha: 0.2854 / 0.2996

Atoms and positions in Å:
Cr  1.6816  1.8403  3.1526
C  1.6649  0.4089  -0.4273
C  0.5222  1.2394  0.0130
C  -0.8016  0.8018  -0.6670
O  0.5515  1.4419  1.4001
H  1.6792  -0.6019  -0.0198
H  2.6315  0.8953  -0.2962
H  1.5656  0.2399  -1.4996
H  0.8041  2.2367  -0.3246
H  -1.6925  1.0443  -0.0876
H  -0.9681  -0.2540  -0.8805
H  -0.6913  1.3661  -1.5930
O  -3.2773  -1.8461  1.3702
S  -3.0024  -1.2126  2.5997
O  -3.6077  0.0871  2.9512
O  -3.2720  -2.2851  3.8343
C  -2.8478  -3.6067  3.6827
C  -4.0275  -4.4890  3.4023
C  -1.1658  -1.1617  2.7506
H  -2.3399  -3.8844  4.6063
H  -2.1065  -3.7079  2.8900
H  -4.6119  -4.1430  2.5497
H  -4.7075  -4.3148  4.2362
H  -3.8538  -5.5645  3.4354
H  -0.7262  -2.1400  2.9447
H  -0.7193  -0.5371  3.5243
H  -0.8418  -0.8876  1.7465
O  -0.1358  2.3174  4.4738
S  -1.2920  2.9515  5.2059
O  -1.0295  3.9137  6.2802
O  -2.2331  3.7211  4.0555
C  -2.3767  2.9556  2.8530
C  -3.8585  2.8912  2.5245
C  -2.4002  1.5989  5.7746
H  -1.8531  2.0071  2.9730
H  -1.7950  3.3784  2.0339
H  -4.5529  2.4407  3.2337
H  -4.0303  2.5776  1.4948
H  -4.1825  3.9264  2.4174
H  -2.0136  1.1863  6.7065
H  -2.4944  0.7942  5.0454
H  -3.3634  2.0771  5.9521
O  1.4223  3.9472  2.9700
S  1.5243  5.4051  2.9025
O  2.7126  6.1052  3.4271
O  1.4837  5.8591  1.3135
C  0.8457  5.0396  0.4049
C  0.4945  5.8436  -0.8351
C  -0.0900  6.1804  3.5235
H  -0.0749  4.7441  0.9083
H  1.5075  4.1944  0.2160
H  -0.2084  5.3530  -1.5084
H  1.3757  6.0467  -1.4436
H  0.1169  6.8401  -0.6060
H  -0.0436  6.0049  4.5983
H  -1.0181  5.8147  3.0842
H  -0.0190  7.2484  3.3178
O  5.4287  4.1218  1.6478
S  4.8261  2.8051  1.4961
O  3.6184  2.3649  2.2068
O  4.5426  2.5456  -0.1280
C  5.1221  3.3648  -1.1126
C  4.2557  4.5932  -1.4329
C  6.1875  1.6199  1.6615
H  5.1939  2.8120  -2.0492
H  6.1417  3.6599  -0.8644
H  3.9235  5.0584  -0.5048
H  3.3934  4.3601  -2.0576
H  4.8074  5.3627  -1.9729
H  6.7340  1.8939  2.5639
H  6.8274  1.7642  0.7910
H  5.8205  0.5937  1.6423
O  -6.6986  2.3010  -0.7915
S  -6.4806  1.0061  -1.4085
O  -7.5877  0.3265  -2.1051
O  -5.2715  1.1198  -2.4980
C  -4.0397  1.8095  -2.1531
C  -3.0384  1.4010  -3.2384
C  -5.7070  -0.2064  -0.1958
H  -3.6857  1.6360  -1.1368
H  -4.0993  2.8913  -2.2723
H  -2.2719  2.1681  -3.3482
H  -3.5037  1.4123  -4.2240
H  -2.5728  0.4200  -3.1442
H  -4.7329  0.1888  0.0926
H  -5.4708  -1.1304  -0.7236
H  -6.3037  -0.2312  0.7160
O  0.0546  -3.7836  -6.6082
S  1.2575  -3.1478  -5.9778
O  2.1337  -2.3630  -6.8746
O  0.8187  -2.2830  -4.6471
C  -0.2355  -2.7802  -3.8739
C  0.3791  -2.4861  -2.5230
C  2.3102  -4.4721  -5.1995
H  -0.4632  -3.8241  -4.0896
H  -1.1391  -2.2159  -4.1044
H  0.5134  -1.4046  -2.5009
H  1.3350  -2.9417  -2.2646
H  -0.2510  -2.8126  -1.6957
H  1.6951  -4.8864  -4.4007
H  3.1492  -3.9108  -4.7882
H  2.5669  -5.2507  -5.9178
O  4.1288  -1.7176  2.1571
S  3.0152  -1.5175  3.0633
O  2.6188  -0.1526  3.4455
O  1.6406  -2.1916  2.3990
C  1.7505  -3.3135  1.5380
C  0.5321  -4.2289  1.4940
C  3.2378  -2.6242  4.4935
H  2.6421  -3.8554  1.8536
H  2.0860  -2.9825  0.5551
H  0.7219  -5.1880  1.0121
H  -0.2992  -3.6484  1.0939
H  0.2791  -4.4619  2.5284
H  4.2702  -2.9725  4.4603
H  2.6175  -3.5173  4.4189
H  2.8944  -2.0533  5.3562
O  4.1524  -2.8038  -2.8162
S  4.8012  -1.4724  -2.6783
O  6.1534  -1.1859  -3.1847
O  3.8100  -0.2737  -3.2056
C  3.7811  -0.0138  -4.6527
C  2.6363  0.8974  -4.8315
C  4.6810  -1.0488  -0.8995
H  3.6013  -0.9303  -5.2147
H  4.7289  0.4533  -4.9201
H  2.5565  1.2534  -5.8586
H  2.6809  1.8408  -4.2874
H  1.7159  0.5347  -4.3739
H  5.2989  -1.7251  -0.3087
H  3.6621  -1.2249  -0.5545
H  4.9926  -0.0059  -0.8420
O  -4.4205  -5.3978  -1.5183
S  -3.0187  -5.2691  -1.9712
O  -2.3897  -6.2689  -2.8362
O  -2.7399  -3.7399  -2.6640
C  -3.5309  -2.6209  -2.3230
C  -4.6224  -2.5010  -3.2625
C  -1.8809  -5.0346  -0.5041
H  -2.9739  -1.6842  -2.2992
H  -3.9029  -2.8324  -1.3205
H  -5.4148  -3.2353  -3.1174
H  -4.2091  -2.5089  -4.2711
H  -5.0091  -1.5192  -2.9893
H  -0.8633  -5.0617  -0.8937
H  -1.8763  -5.8686  0.1976
H  -2.2773  -4.1268  -0.0491

Forces on atoms 1 to 6 (eV/Å):
Cr -1.4 -0.2 -2.5
C 0.6 -0.9 -1.3
C 0.7 0.8 1.5
C 0.5 0.5 0.6
O -0.2 -0.5 2.4
H -0.1 -0.1 0.5



Computed, not measured: C38H41AsCoNS6 as an isolated structure, with ωB97M-V/def2-TZVPD.

Properties
Expectation value of S²: 0.78
E in hartree: -7534.8121
LUMO energy (spin up / spin down) in hartree: -0.11713 / -0.07823
Energy relative to the best compared isomer or geometry (same formula, charge and spin) in kcal per mole: 15.5
Total charge: +1
Spin multiplicity: 2
HOMO-LUMO gap (spin up / spin down) in Ha: 0.1987 / 0.2379

Atoms and positions in Å:
Co  1.1667  -0.0698  0.9767
C  2.1976  -1.9357  3.6679
C  0.9453  -1.2572  4.2044
S  0.6205  0.3425  3.4570
C  1.9958  1.2726  4.1866
C  2.2446  2.5924  3.4804
S  2.5121  2.4533  1.7046
C  4.1540  1.7349  1.5914
C  4.3407  1.3177  0.1409
S  3.2496  -0.0082  -0.4529
C  4.1604  -1.4769  0.0769
C  3.9956  -1.7949  1.5504
S  2.2194  -2.0546  1.8531
H  2.2433  -2.9512  4.0606
H  3.1014  -1.4019  3.9630
H  1.0005  -1.1410  5.2876
H  0.0633  -1.8343  3.9680
H  2.8940  0.6565  4.1782
H  1.7247  1.4634  5.2253
H  3.1038  3.1014  3.9167
H  1.3817  3.2521  3.5824
H  4.2294  0.8933  2.2733
H  4.9050  2.4785  1.8605
H  5.3660  0.9948  -0.0396
H  4.1408  2.1627  -0.5202
H  5.2070  -1.3422  -0.1958
H  3.7576  -2.2888  -0.5318
H  4.4056  -1.0187  2.1919
H  4.5054  -2.7320  1.7773
S  -0.2044  -3.6556  2.3254
C  -0.1921  -4.3992  0.7590
C  -0.1366  -5.7931  0.5886
C  -0.1549  -6.3599  -0.6705
C  -0.2315  -5.5649  -1.8117
C  -0.2880  -4.1910  -1.6766
C  -0.2719  -3.6135  -0.4036
As  -0.4091  -1.7170  -0.0952
C  -2.1999  -1.4785  0.6185
C  -2.5192  -0.3392  1.3509
C  -3.8024  -0.1690  1.8589
C  -4.7709  -1.1344  1.6260
C  -4.4559  -2.2633  0.8784
C  -3.1762  -2.4359  0.3754
C  -0.6900  -1.0757  -1.9295
C  -1.9161  -0.5974  -2.3840
C  -2.0566  -0.1701  -3.7032
C  -0.9781  -0.2176  -4.5743
C  0.2514  -0.6879  -4.1254
C  0.3950  -1.0997  -2.8096
H  -0.0863  -6.4150  1.4728
H  -0.1143  -7.4386  -0.7713
H  -0.2542  -6.0128  -2.7966
H  -0.3669  -3.5783  -2.5621
H  -1.7717  0.4235  1.5256
H  -4.0393  0.7140  2.4405
H  -5.7668  -1.0151  2.0344
H  -5.2103  -3.0173  0.6934
H  -2.9313  -3.3262  -0.1917
H  -2.7694  -0.5700  -1.7173
H  -3.0191  0.1862  -4.0509
H  -1.0937  0.1045  -5.6020
H  1.0946  -0.7368  -4.8044
H  1.3584  -1.4642  -2.4658
N  0.0698  1.1767  -0.0843
S  -0.1360  2.7486  -0.2465
C  0.1449  3.1502  -1.9612
C  -0.3590  4.3338  -2.4916
C  -0.0426  4.6639  -3.7990
C  0.7719  3.8251  -4.5547
C  1.2738  2.6552  -4.0061
C  0.9644  2.3098  -2.6963
C  -1.8858  3.0187  -0.0869
C  -2.3245  3.5224  1.1303
C  -3.6886  3.5932  1.3782
C  -4.5892  3.1582  0.4150
C  -4.1351  2.6596  -0.8015
C  -2.7761  2.5859  -1.0620
H  -0.6081  0.6877  -0.6649
H  -0.9931  4.9826  -1.8978
H  -0.4314  5.5774  -4.2294
H  1.0157  4.0899  -5.5756
H  1.9048  2.0038  -4.5977
H  1.3360  1.3915  -2.2550
H  -1.6080  3.8532  1.8747
H  -4.0461  3.9865  2.3209
H  -5.6532  3.2072  0.6115
H  -4.8428  2.3285  -1.5512
H  -2.4164  2.1907  -2.0062

Forces on atoms 1 to 6 (eV/Å):
Co 0.2 -0.7 0.0
C 0.0 -0.1 0.0
C 0.2 0.0 -0.1
S -0.2 0.3 -0.2
C 0.0 0.0 0.0
C 0.0 0.0 0.0



Question: The lowest energy relative to the best compared isomer or geometry (same formula, charge and spin) belongs to which entry?
Answer: C23H22O4